{"formula": "C36H35ClFeN3O2SSi", "method": "ωB97M-V/def2-TZVPD", "gap_ev": [4.10, 6.48], "multiplicity": 5, "e_above_lowest_kj_mol": 274.4, "energy_ev": -112088.389, "charge": -1, "homo_ev": [-1.657, -4.047], "elements": ["Fe", "N", "C", "C", "C", "C", "N", "H", "H", "H", "H", "H", "H", "H", "H", "H", "H", "H", "H", "Cl", "C", "C", "C", "C", "O", "C", "C", "O", "C", "H", "H", "H", "H", "S", "C", "C", "C", "C", "C", "C", "N", "C", "C", "C", "C", "C", "C", "C", "H", "H", "H", "H", "H", "H", "H", "H", "C", "C", "C", "C", "C", "C", "Si", "C", "C", "C", "C", "C", "C", "H", "H", "H", "H", "H", "H", "H", "H", "H", "H", "H"], "positions_angstrom": [[0.301, 0.080, 0.179], [0.530, 0.145, 2.410], [0.430, 1.176, 3.446], [1.625, 2.128, 3.458], [2.077, 2.644, 2.088], [0.985, 3.181, 1.153], [0.782, 2.271, 0.012], [-0.212, -0.538, 2.532], [1.401, -0.370, 2.491], [0.337, 0.746, 4.451], [-0.485, 1.742, 3.258], [2.481, 1.611, 3.905], [1.380, 2.961, 4.124], [2.561, 1.823, 1.565], [2.837, 3.410, 2.257], [1.262, 4.182, 0.802], [0.031, 3.281, 1.679], [1.638, 2.224, -0.533], [0.074, 2.652, -0.606], [-3.977, -5.643, -1.460], [-3.277, -4.191, -0.785], [-4.123, -3.261, -0.181], [-3.563, -2.077, 0.299], [-2.212, -1.827, 0.208], [-1.681, -0.589, 0.564], [-1.325, -2.845, -0.276], [0.073, -2.773, -0.142], [0.725, -1.885, 0.507], [-1.924, -4.004, -0.839], [-5.186, -3.442, -0.108], [-4.213, -1.335, 0.733], [0.643, -3.594, -0.598], [-1.285, -4.755, -1.288], [1.321, 0.727, -3.991], [-0.296, 0.109, -4.212], [-1.001, 0.019, -5.394], [-2.247, -0.606, -5.394], [-2.739, -1.146, -4.213], [-2.048, -1.032, -3.017], [-0.812, -0.365, -2.975], [0.004, -0.197, -1.897], [1.227, 0.272, -2.265], [2.395, 0.211, -1.470], [3.705, 0.332, -2.005], [4.803, 0.123, -1.191], [4.632, -0.204, 0.150], [3.336, -0.268, 0.687], [2.217, -0.032, -0.082], [-0.577, 0.411, -6.312], [-2.810, -0.697, -6.314], [-3.688, -1.672, -4.217], [-2.451, -1.475, -2.119], [3.837, 0.545, -3.061], [5.803, 0.190, -1.606], [5.491, -0.396, 0.783], [3.248, -0.512, 1.746], [-6.524, 1.363, 2.204], [-5.398, 1.523, 2.998], [-4.133, 1.391, 2.442], [-3.947, 1.094, 1.091], [-5.100, 0.951, 0.310], [-6.367, 1.077, 0.853], [-2.157, 1.007, 0.407], [-2.364, 2.241, -1.016], [-1.927, 3.558, -0.819], [-2.108, 4.543, -1.777], [-2.755, 4.247, -2.968], [-3.256, 2.967, -3.160], [-3.072, 1.991, -2.195], [-7.514, 1.459, 2.632], [-5.506, 1.747, 4.053], [-3.260, 1.524, 3.074], [-5.008, 0.727, -0.746], [-7.240, 0.950, 0.224], [-1.435, 1.667, 1.504], [-1.473, 3.834, 0.129], [-1.742, 5.546, -1.594], [-2.885, 5.009, -3.725], [-3.794, 2.723, -4.068], [-3.482, 1.013, -2.377]]}